[1]
This record from OMol25 describes a 10-piece molecular cluster, C36H74Cl3O12P overall in a non-equilibrium geometry. The level of theory is ωB97M-V/def2-TZVPD.

E_HOMO	-9.333	eV
total energy	-4040.75105	a.u.
maximum force	3.01	eV/A
orbital gap	9.676	eV
LUMO	0.342	eV
total charge	0

Atoms and positions in Å:
C: 11.235 -22.940 -3.998
H: 5.804 -19.642 -1.923
H: 6.260 -19.181 0.975
H: 8.512 -15.493 2.371
C: 13.338 -21.774 -3.730
H: 14.980 -16.209 0.702
H: 10.676 -25.467 -0.708
H: 6.473 -16.021 0.313
C: 9.471 -19.586 1.585
C: 6.562 -15.629 1.326
H: 9.632 -18.678 2.166
C: 7.419 -24.796 -3.455
H: 7.900 -23.223 -4.970
C: 11.754 -17.622 -2.880
C: 7.363 -22.487 -3.023
C: 10.075 -20.631 -0.483
H: 12.866 -16.253 2.892
Cl: 9.486 -20.158 4.930
C: 15.177 -22.026 -0.476
H: 6.210 -23.461 -4.478
H: 17.372 -22.070 -0.373
O: 14.599 -25.542 0.959
H: 12.089 -15.836 -0.032
H: 3.469 -19.613 -1.567
H: 14.683 -26.959 -2.221
C: 14.032 -17.039 -2.743
H: 11.386 -17.663 -1.855
H: 16.876 -21.843 2.347
O: 12.305 -24.579 0.308
O: 12.524 -21.247 -4.868
H: 4.646 -20.642 1.783
H: 13.307 -14.825 1.908
H: 11.782 -22.707 -6.084
H: 16.068 -26.421 2.184
C: 16.426 -21.361 1.479
H: 11.598 -20.243 1.861
H: 10.921 -20.469 -1.151
H: 14.611 -18.532 0.561
C: 5.896 -19.894 0.235
C: 6.976 -23.270 -1.744
H: 13.633 -18.634 2.056
H: 10.213 -18.435 -0.153
H: 13.387 -15.109 -2.154
H: 10.634 -22.364 -3.295
H: 4.372 -21.373 0.181
C: 11.891 -16.165 -3.416
C: 4.596 -20.448 0.711
H: 8.659 -18.986 -0.368
C: 16.517 -22.310 0.258
H: 13.748 -22.639 1.010
O: 10.418 -21.484 0.643
O: 13.076 -18.070 -3.120
C: 5.695 -16.895 3.073
H: 16.444 -26.383 0.532
H: 7.266 -16.053 4.268
H: 14.877 -22.865 -1.103
C: 13.288 -15.726 -3.047
H: 13.194 -23.872 -4.002
H: 13.109 -21.032 -2.965
H: 13.813 -15.147 -3.807
H: 14.167 -17.100 -1.663
O: 5.457 -15.861 2.186
C: 12.143 -16.452 0.865
H: 14.838 -25.347 -1.527
C: 8.960 -21.724 5.707
O: 12.366 -26.825 1.606
H: 7.572 -17.724 3.696
O: 15.001 -21.109 1.586
H: 15.134 -27.451 1.055
H: 15.047 -17.066 -3.139
H: 15.182 -21.122 -1.085
H: 8.373 -25.235 -3.749
H: 5.457 -17.861 2.627
H: 15.124 -16.713 2.333
H: 10.869 -23.653 -0.691
C: 15.591 -26.473 1.205
Cl: 10.245 -22.209 6.942
H: 8.501 -20.023 1.826
H: 10.336 -21.191 2.719
C: 7.138 -16.756 3.445
H: 16.401 -23.341 0.590
C: 14.122 -26.092 -1.873
O: 12.672 -17.714 0.490
C: 10.957 -24.585 -0.133
H: 6.604 -25.442 -3.780
C: 14.400 -16.629 1.523
H: 11.023 -18.189 -3.457
O: 7.464 -24.534 -2.053
H: 6.083 -18.147 -1.029
H: 5.906 -23.402 -1.581
C: 9.601 -19.306 0.079
H: 13.563 -25.729 -2.735
H: 6.554 -14.543 1.236
H: 11.030 -15.593 -3.069
H: 11.160 -16.602 1.312
H: 10.550 -21.607 -5.584
H: 16.953 -20.447 1.202
H: 14.409 -21.891 -3.897
C: 7.748 -16.228 2.119
C: 10.587 -20.646 1.809
H: 5.129 -16.675 3.978
H: 6.671 -20.656 0.146
C: 14.214 -21.742 0.602
C: 13.882 -18.021 1.190
C: 13.124 -15.899 1.894
H: 9.236 -21.109 -0.989
H: 3.757 -17.930 -1.165
O: 13.237 -26.601 -0.898
H: 8.035 -21.483 6.230
C: 12.686 -23.075 -3.458
H: 8.419 -22.265 -2.870
C: 4.037 -18.953 -0.912
H: 8.289 -16.909 1.461
Cl: 8.774 -23.049 4.523
H: 10.798 -23.900 -4.276
O: 3.640 -19.436 0.339
H: 13.397 -21.055 0.384
C: 11.437 -22.130 -5.226
H: 6.756 -21.584 -3.089
C: 7.244 -23.459 -4.132
H: 12.713 -23.355 -2.405
C: 5.563 -19.105 -1.006
H: 11.786 -16.271 -4.496
H: 7.395 -22.900 -0.808
H: 10.284 -24.531 0.723
P: 13.069 -25.992 0.589

Mulliken population analysis, charges in e, atoms 1 to 99:
1 C 0.744
2 H -0.178
3 H -0.924
4 H 0.476
5 C -0.176
6 H 0.275
7 H 0.481
8 H 0.232
9 C -0.443
10 C -0.574
11 H 0.371
12 C -0.462
13 H 0.266
14 C 0.756
15 C 0.965
16 C 1.274
17 H 0.310
18 Cl -0.064
19 C 0.251
20 H 0.357
21 H 0.406
22 O -0.171
23 H 0.281
24 H 0.330
25 H 0.356
26 C 0.210
27 H -0.811
28 H 0.319
29 O 0.248
30 O -0.528
31 H 0.400
32 H 0.386
33 H 0.314
34 H 0.278
35 C -0.610
36 H -0.232
37 H -0.263
38 H -0.044
39 C 1.811
40 C -0.149
41 H 0.328
42 H -0.649
43 H 0.260
44 H -0.760
45 H 0.362
46 C -0.830
47 C -0.741
48 H 0.117
49 C -0.507
50 H -0.166
51 O -0.206
52 O -0.409
53 C -0.240
54 H 0.271
55 H 0.372
56 H -0.209
57 C -0.696
58 H 0.248
59 H -0.050
60 H 0.344
61 H -0.455
62 O -0.444
63 C -0.025
64 H 0.151
65 C -0.100
66 O -0.752
67 H 0.041
68 O -0.443
69 H 0.403
70 H 0.439
71 H 0.250
72 H 0.273
73 H 0.025
74 H 0.430
75 H -0.367
76 C -0.858
77 Cl -0.137
78 H 0.165
79 H -0.076
80 C -0.294
81 H 0.043
82 C -0.398
83 O -0.059
84 C -0.297
85 H 0.273
86 C -0.655
87 H 0.445
88 O -0.461
89 H 0.197
90 H 0.292
91 C 0.546
92 H 0.130
93 H 0.287
94 H 0.405
95 H -0.242
96 H 0.321
97 H 0.303
98 H 0.394
99 C 0.476

=====

[2]
This record from OMol25 describes C34H30N3O2ReS2Te as an isolated structure in a non-equilibrium geometry. The level of theory is ωB97M-V/def2-TZVPD.

expectation value of S²	1.1045
E_HOMO (spin up / spin down)	-11.347 / -11.441	eV
total energy	-2770.81380	a.u.
maximum force	2.79	eV/A
orbital gap (spin up / spin down)	5.586 / 6.320	eV
spin multiplicity	2
LUMO (spin up / spin down)	-5.760 / -5.121	eV
total charge	+1

Atoms and positions in Å:
S: 1.822 -0.053 0.889
C: -4.416 -1.780 -1.302
H: -3.916 -2.063 -2.226
Re: -0.507 0.201 0.705
H: 2.857 4.852 -1.183
H: 0.422 -2.002 -3.549
C: 1.507 3.926 -4.135
H: 1.486 4.213 -5.175
H: -1.861 -4.617 1.260
C: 2.281 4.279 -1.893
C: -2.861 1.906 0.361
C: 3.150 -1.553 2.721
H: -4.339 -2.598 -0.589
S: -0.437 0.188 3.082
H: 2.833 0.981 -1.635
C: -0.938 3.440 0.770
C: 1.495 -0.459 -2.515
C: 3.786 -1.855 -3.199
C: 3.291 -2.178 3.955
H: -0.132 -4.855 1.027
O: -0.476 -2.574 2.541
H: -3.526 -1.321 1.230
C: 2.743 0.040 -2.159
H: -2.093 -4.295 -1.098
C: -2.803 3.335 2.451
H: 2.470 -3.227 -4.176
H: -0.693 3.548 -0.286
Te: -0.265 0.615 -1.973
H: -2.857 0.793 2.223
O: -1.234 -1.791 -1.841
H: -3.197 2.699 -1.601
H: -4.019 0.600 -2.551
H: 4.851 -0.282 -2.203
H: -2.735 4.373 2.768
H: -0.356 -4.360 -1.310
C: -1.067 -2.429 -0.810
C: -0.969 -4.196 0.795
C: 3.884 -0.669 -2.490
C: 2.032 -0.772 2.472
C: -3.417 -0.460 0.584
H: 3.882 -1.709 1.943
C: -2.442 3.227 0.967
C: 1.577 3.165 -1.466
C: 2.542 -2.325 -3.590
N: 2.636 -3.184 7.206
C: 1.064 -0.590 3.474
C: 2.248 4.662 -3.223
C: -3.698 0.623 -1.520
H: 2.810 5.520 -3.557
C: -1.148 -3.932 -0.694
C: -3.820 -0.530 -0.744
C: 0.815 2.439 -2.373
N: -0.781 -1.873 0.389
H: 1.628 2.859 -0.428
C: 0.789 2.823 -3.709
C: 4.342 -3.103 4.166
C: 2.336 -1.969 4.970
H: 4.676 -2.409 -3.457
H: 0.205 2.247 -4.417
H: -0.371 2.584 1.191
H: -0.602 4.330 1.296
H: -2.122 2.753 3.073
H: -3.822 2.993 2.625
N: 5.156 -3.894 4.317
H: 0.485 -0.999 5.491
C: -2.938 0.736 1.142
C: -3.224 1.811 -0.984
C: 1.238 -1.153 4.731
H: -5.470 -1.621 -1.528
C: -0.705 -2.830 1.387
H: -2.967 4.020 0.422
C: 2.494 -2.635 6.212
C: 1.392 -1.633 -3.249

From a Mulliken analysis of the wavefunction, the atomic charges in e read:
1 S 0.054
2 C -1.698
3 H 0.315
4 Re 1.002
5 H 0.453
6 H 0.565
7 C -0.694
8 H 0.430
9 H 0.291
10 C -0.751
11 C 0.344
12 C -0.842
13 H 0.341
14 S -0.382
15 H 0.314
16 C -1.183
17 C 0.770
18 C -0.618
19 C 0.437
20 H 0.303
21 O -0.469
22 H 0.362
23 C -0.411
24 H 0.333
25 C -1.817
26 H 0.436
27 H 0.126
28 Te 0.742
29 H 1.056
30 O -0.603
31 H 0.441
32 H 0.434
33 H 0.466
34 H 0.470
35 H 0.291
36 C 0.134
37 C -0.537
38 C -0.667
39 C 0.322
40 C -1.038
41 H 0.618
42 C 0.689
43 C -0.013
44 C -0.668
45 N -0.442
46 C 0.619
47 C -0.596
48 C -0.620
49 H 0.406
50 C -0.614
51 C 1.271
52 C 0.461
53 N 0.273
54 H 0.301
55 C -0.693
56 C -0.290
57 C 0.595
58 H 0.416
59 H 0.387
60 H 0.074
61 H 0.557
62 H 0.290
63 H 0.412
64 N -0.438
65 H 0.530
66 C -0.913
67 C -0.787
68 C -0.869
69 H 0.512
70 C 0.171
71 H 0.649
72 C -0.290
73 C -0.522

=====

Q: Which formula does entry 2 have?
A: C34H30N3O2ReS2Te

=====

Q: Which of these has the lowest total energy?
A: C36H74Cl3O12P

=====

Q: Which of these has the highest total energy?
A: C34H30N3O2ReS2Te